No. 1
75
Properties=species:S:1:pos:R:3 method="wB97M-V/def2-TZVPD" homo_energy_ev=-6.33 e_tot_ev=-58541.3567 total_charge=0 homo_lumo_gap_ha=0.140
C -2.058 -6.191 -3.562
C -0.748 -5.350 -3.822
C -0.045 -4.905 -2.489
C 1.509 -5.248 -2.569
C 2.321 -4.448 -1.469
C 2.298 -5.234 -0.098
C 1.208 -4.654 0.914
C 1.864 -3.659 1.949
C 0.796 -2.540 2.268
C 0.646 -1.531 1.061
C -0.827 -1.202 0.627
C -1.616 -0.201 1.530
C -2.117 -0.824 2.903
S -3.684 -1.798 2.694
O -3.717 -2.926 3.647
O -4.860 -0.965 2.950
C -2.963 0.159 0.718
O -3.732 1.051 1.075
O -3.225 -0.542 -0.343
N -0.979 1.079 1.829
F 0.131 0.981 2.689
P -0.803 2.183 0.504
C 0.336 1.573 -0.866
C -0.594 1.310 -2.144
C 0.135 3.647 1.263
C 1.687 3.384 1.449
H -2.798 -5.546 -3.029
H -2.501 -6.436 -4.565
H -1.796 -7.104 -2.983
H -0.991 -4.473 -4.478
H -0.042 -6.005 -4.392
H -0.091 -3.801 -2.305
H -0.485 -5.416 -1.599
H 1.642 -6.350 -2.392
H 1.867 -4.979 -3.591
H 3.364 -4.276 -1.849
H 1.855 -3.429 -1.395
H 3.315 -5.151 0.366
H 2.009 -6.293 -0.302
H 0.616 -5.457 1.411
H 0.490 -4.085 0.263
H 2.764 -3.136 1.530
H 2.107 -4.176 2.909
H 1.106 -1.925 3.159
H -0.184 -3.013 2.525
H 1.136 -2.029 0.176
H 1.282 -0.636 1.279
H -0.808 -0.922 -0.454
H -1.391 -2.176 0.654
H -1.387 -1.524 3.367
H -2.374 -0.042 3.662
H -3.714 -2.361 1.423
H 0.996 2.434 -1.168
H 0.945 0.675 -0.616
H -1.633 1.660 -1.893
H -0.694 0.229 -2.386
H -0.283 1.935 -3.020
H 0.042 4.526 0.577
H -0.254 3.910 2.276
H 1.919 2.632 2.239
H 2.211 3.090 0.512
H 2.168 4.346 1.790
C 1.831 8.784 -1.228
C 1.539 8.041 0.030
O 2.141 7.106 0.453
N 0.440 8.451 0.937
C -0.830 8.934 0.331
H 2.728 8.371 -1.683
H 0.999 8.681 -1.928
H 2.001 9.839 -1.003
H 0.845 9.177 1.538
H 0.328 7.633 1.550
H -0.624 9.801 -0.292
H -1.499 9.212 1.142
H -1.266 8.123 -0.251



No. 2
119
Properties=species:S:1:pos:R:3 method="wB97M-V/def2-TZVPD" smiles="C[C@@H](F)Cc1c(S)cc(S)c2c1C(=O)C=C(P(=N)(O)O)C2=O.Fc1ccccc1.Fc1ccccc1.Fc1ccccc1.Fc1ccccc1.Fc1ccccc1.Fc1ccccc1.Fc1ccccc1" homo_energy_ev=-8.83 e_tot_ev=-120192.5086 total_charge=0 homo_lumo_gap_ha=0.262
C 1.233 0.173 3.133
C 0.957 0.288 1.642
F 0.372 -0.907 1.232
C 0.134 1.541 1.223
C -0.702 2.094 2.372
C -0.123 3.094 3.144
S 1.500 3.767 2.834
C -0.845 3.613 4.194
C -2.093 3.162 4.518
S -2.850 3.976 5.925
C -2.691 2.144 3.788
C -1.968 1.633 2.688
C -2.629 0.562 1.862
O -2.101 -0.043 0.950
C -4.068 0.229 2.138
C -4.753 0.698 3.173
P -6.508 0.218 3.435
N -7.306 1.261 4.234
O -6.465 -1.209 4.232
O -7.236 0.026 2.006
C -4.051 1.616 4.166
O -4.606 1.840 5.219
H 1.937 -0.640 3.341
H 1.684 1.083 3.544
H 0.334 -0.045 3.720
H 1.933 0.345 1.144
H 0.840 2.302 0.885
H -0.480 1.304 0.354
H 1.204 5.084 2.745
H -0.411 4.413 4.786
H -3.994 4.469 5.404
H -4.567 -0.441 1.440
H -7.667 0.868 5.093
H -5.815 -1.104 4.941
H -6.875 -0.769 1.576
F -3.194 5.684 8.121
C -3.120 7.016 8.311
C -3.216 7.520 9.593
C -3.135 8.892 9.785
C -2.970 9.738 8.697
C -2.880 9.214 7.415
C -2.950 7.842 7.218
H -3.352 6.844 10.426
H -3.202 9.300 10.784
H -2.912 10.808 8.849
H -2.756 9.873 6.566
H -2.874 7.412 6.227
F 4.729 -5.199 -1.153
C 3.755 -4.319 -1.460
C 3.052 -3.707 -0.440
C 2.054 -2.797 -0.760
C 1.767 -2.520 -2.091
C 2.481 -3.147 -3.103
C 3.486 -4.049 -2.786
H 3.287 -3.943 0.590
H 1.500 -2.304 0.027
H 0.985 -1.812 -2.338
H 2.255 -2.934 -4.141
H 4.058 -4.543 -3.562
F 1.381 -3.150 -6.585
C 0.397 -4.076 -6.571
C 0.301 -4.972 -7.615
C -0.707 -5.925 -7.594
C -1.609 -5.961 -6.538
C -1.499 -5.047 -5.498
C -0.486 -4.101 -5.510
H 1.009 -4.923 -8.432
H -0.790 -6.638 -8.401
H -2.397 -6.703 -6.527
H -2.202 -5.072 -4.676
H -0.378 -3.386 -4.705
F -13.126 3.843 -0.092
C -12.066 3.125 0.332
C -11.219 2.562 -0.601
C -10.126 1.827 -0.162
C -9.901 1.657 1.198
C -10.767 2.228 2.121
C -11.855 2.972 1.688
H -11.416 2.699 -1.657
H -9.449 1.386 -0.882
H -9.051 1.081 1.541
H -10.592 2.093 3.180
H -12.537 3.431 2.392
F 4.330 5.276 2.280
C 5.432 4.595 2.657
C 6.267 4.079 1.686
C 7.402 3.382 2.076
C 7.680 3.203 3.424
C 6.826 3.726 4.386
C 5.695 4.433 4.002
H 6.028 4.222 0.640
H 8.069 2.977 1.326
H 8.564 2.656 3.725
H 7.040 3.584 5.437
H 5.021 4.855 4.736
F 1.333 -7.686 -8.531
C 2.674 -7.804 -8.607
C 3.441 -7.429 -7.522
C 4.821 -7.553 -7.597
C 5.413 -8.041 -8.755
C 4.625 -8.409 -9.837
C 3.244 -8.296 -9.764
H 2.959 -7.044 -6.632
H 5.434 -7.270 -6.752
H 6.490 -8.133 -8.813
H 5.087 -8.785 -10.741
H 2.613 -8.585 -10.593
F 10.264 -2.200 -2.979
C 9.066 -2.201 -3.594
C 7.976 -2.746 -2.944
C 6.742 -2.741 -3.578
C 6.615 -2.202 -4.851
C 7.723 -1.662 -5.491
C 8.957 -1.655 -4.858
H 8.097 -3.169 -1.955
H 5.878 -3.158 -3.079
H 5.651 -2.203 -5.345
H 7.625 -1.245 -6.485
H 9.831 -1.231 -5.336



No. 3
68
Properties=species:S:1:pos:R:3 method="wB97M-V/def2-TZVPD" homo_energy_ev=-8.87 e_tot_ev=-59426.0175 total_charge=0 homo_lumo_gap_ha=0.340
C -1.643 -0.218 -0.419
S -1.666 1.459 0.226
O -0.267 1.871 0.529
C -2.105 2.289 -1.308
H -2.628 -0.681 -0.396
H -0.961 -0.820 0.179
H -1.260 -0.227 -1.442
H -1.583 1.822 -2.143
H -1.772 3.317 -1.195
H -3.183 2.235 -1.464
C -5.807 4.239 2.150
S -4.466 3.778 1.027
O -5.025 3.832 -0.351
C -3.489 5.282 1.188
H -5.417 4.892 2.929
H -6.175 3.336 2.633
H -6.596 4.708 1.569
H -4.019 6.062 0.636
H -2.535 5.106 0.696
H -3.368 5.588 2.224
C 4.470 -0.929 -2.055
C 3.345 -1.706 -2.317
C 2.169 -1.480 -1.625
C 2.072 -0.401 -0.747
C 3.188 0.383 -0.498
C 4.394 0.092 -1.122
H 5.413 -1.145 -2.539
H 3.388 -2.503 -3.049
H 1.291 -2.074 -1.864
H 1.157 -0.158 -0.222
H 3.092 1.235 0.163
H 5.282 0.652 -0.856
C 2.112 -4.400 3.938
C 0.795 -4.082 4.248
C 0.081 -3.222 3.421
C 0.711 -2.631 2.336
C 2.026 -2.964 2.010
C 2.723 -3.861 2.812
H 2.665 -5.078 4.577
H 0.348 -4.511 5.135
H -0.936 -2.940 3.669
H 0.160 -1.925 1.728
H 2.462 -2.498 1.134
H 3.736 -4.131 2.544
O -1.597 -3.043 -2.245
C -1.434 -4.012 -1.569
O -1.785 -5.251 -1.976
C -1.568 -6.228 -0.942
C -0.697 -5.550 0.135
C -0.818 -4.057 -0.184
H -1.080 -7.087 -1.394
H -2.537 -6.538 -0.549
H 0.339 -5.880 0.036
H -0.981 -5.840 1.145
H 0.147 -3.562 -0.194
H -1.490 -3.552 0.509
O 3.769 2.851 -2.426
C 2.904 3.627 -2.159
O 3.177 4.942 -1.914
C 1.990 5.690 -1.573
C 0.939 4.608 -1.259
C 1.406 3.403 -2.053
H 1.726 6.327 -2.417
H 2.246 6.268 -0.691
H -0.076 4.937 -1.471
H 1.049 4.408 -0.191
H 1.090 3.481 -3.101
H 1.104 2.464 -1.604